A single C19H20N2OS molecule in a non-equilibrium geometry. Source: the Open Molecules 2025 dataset; level of theory: ωB97M-V/def2-TZVPD.

Element x y z (Å)
C1 -4.3222 2.3169 1.4396
C2 -3.1339 2.2697 0.5276
C3 -3.1544 2.9144 -0.7029
C4 -2.0546 2.8807 -1.5396
C5 -0.8984 2.2079 -1.1648
C6 -0.8701 1.5709 0.0690
C7 -1.9763 1.5984 0.8988
H1 -1.9372 1.0881 1.8511
H2 0.0146 1.0350 0.3789
C8 0.2915 2.1836 -2.0847
N1 1.0591 0.9624 -1.9773
C9 2.4064 0.9562 -1.9407
O1 3.0740 1.9685 -2.0131
C10 3.0311 -0.4285 -1.8239
H3 2.2593 -1.1916 -1.7212
H4 3.5884 -0.6183 -2.7438
C11 3.9985 -0.4750 -0.6413
H5 4.4827 -1.4532 -0.5983
H6 4.7634 0.2885 -0.7872
C12 3.2880 -0.1921 0.6919
C13 2.2135 -1.1785 0.9531
N2 0.9949 -1.0331 0.5995
C14 0.2138 -2.1013 0.9337
C15 -1.1515 -2.2212 0.6941
C16 -1.7949 -3.3709 1.1006
C17 -1.1012 -4.3982 1.7375
C18 0.2539 -4.2986 1.9860
C19 0.9069 -3.1466 1.5831
S1 2.5819 -2.7129 1.7570
H7 0.7924 -5.0914 2.4812
H8 -1.6313 -5.2870 2.0446
H9 -2.8545 -3.4791 0.9243
H10 -1.6772 -1.4155 0.2058
H11 4.0195 -0.2259 1.5010
H12 2.8462 0.8053 0.6518
H13 0.5458 0.1090 -1.8254
H14 0.9802 3.0034 -1.8470
H15 -0.0431 2.3219 -3.1215
H16 -2.0938 3.3829 -2.4960
H17 -4.0448 3.4433 -1.0122
H18 -4.3678 1.4278 2.0645
H19 -4.2531 3.1857 2.0953
H20 -5.2458 2.3985 0.8711

Atoms 1-6, force components in eV/Å:
0.031 0.069 0.026
-0.015 -0.045 -0.014
0.007 0.001 0.050
0.096 -0.031 -0.006
-0.069 -0.063 -0.027
0.101 0.093 -0.037

* gap between HOMO and LUMO: 9.3 eV
* SMILES: Cc1ccc(CNC(=O)CCCc2nc3ccccc3s2)cc1
* LUMO energy: 0.6351 eV
* E: -35892.2247 eV


A single C19H20N4O4S molecule in a non-equilibrium geometry. Source: the Open Molecules 2025 dataset; level of theory: ωB97M-V/def2-TZVPD.

Element x y z (Å)
C1 -6.9584 -0.5272 4.0722
H1 -7.2529 -0.3439 3.0344
O1 -6.5013 -1.8469 4.2545
C2 -5.4066 -2.2558 3.5597
C3 -4.7004 -1.4536 2.6717
C4 -3.5916 -1.9699 2.0104
C5 -3.1872 -3.2821 2.2325
C6 -3.8972 -4.0727 3.1185
C7 -4.9989 -3.5724 3.7812
H2 -5.5611 -4.1770 4.4741
H3 -3.5856 -5.0914 3.2931
H4 -2.3248 -3.6726 1.7138
N1 -2.8406 -1.2108 1.1052
C8 -3.0309 0.0674 0.7336
O2 -3.8889 0.8398 1.0946
N2 -2.0820 0.5357 -0.2064
C9 -1.0400 -0.1162 -0.7697
N3 -0.7023 -1.3456 -0.5421
N4 0.3638 -1.7456 -1.2286
C10 0.8739 -0.8631 -1.9954
C11 2.0896 -1.0433 -2.8258
C12 3.1896 -0.1682 -2.2753
C13 4.0457 -0.6362 -1.2940
C14 5.0118 0.2023 -0.7765
C15 5.1503 1.5215 -1.2008
C16 4.2708 2.0057 -2.1887
C17 3.3099 1.1462 -2.7050
H5 2.6292 1.5014 -3.4629
O3 4.3989 3.3092 -2.6009
C18 3.5003 3.8088 -3.5587
H6 2.4644 3.7582 -3.2078
H7 3.7804 4.8518 -3.7004
H8 3.5899 3.2800 -4.5133
O4 6.1553 2.1968 -0.5788
C19 6.4553 3.5380 -0.8922
H9 5.6191 4.2037 -0.6688
H10 7.3019 3.7930 -0.2546
H11 6.7408 3.6554 -1.9395
H12 5.6936 -0.1428 -0.0159
H13 3.9592 -1.6499 -0.9355
H14 1.8699 -0.7710 -3.8605
H15 2.3731 -2.0950 -2.7798
S1 0.0138 0.6852 -1.9326
H16 -2.2344 1.4978 -0.4775
H17 -2.0468 -1.6877 0.6735
H18 -4.9891 -0.4355 2.4798
H19 -6.2002 0.2048 4.3666
H20 -7.8290 -0.4263 4.7185

Atoms 1-6, force components in eV/Å:
-0.070 0.210 -0.031
0.024 0.001 0.033
0.146 -0.269 -0.004
0.235 -0.287 -0.069
-0.289 0.263 0.120
-0.238 -0.164 0.257

* gap between HOMO and LUMO: 8.3 eV
* SMILES: COc1cccc(NC(=O)Nc2nnc(Cc3ccc(OC)c(OC)c3)s2)c1
* LUMO energy: 0.2688 eV
* E: -45012.5137 eV


C19H20N8O8S2W as an isolated structure in a non-equilibrium geometry. Source: the Open Molecules 2025 dataset; level of theory: ωB97M-V/def2-TZVPD.

Element x y z (Å)
W1 -0.4382 -0.2361 -0.1271
N1 -0.3219 -1.8865 1.3757
C1 -1.6408 -2.5281 1.5242
C2 -2.6767 -1.4124 1.5754
O1 -3.7535 -1.5575 2.1329
N2 -2.2290 -0.3018 0.9612
C3 -3.0320 0.8926 1.0542
C4 -2.1373 2.0593 0.6982
O2 -2.4789 3.2127 0.7589
O3 -0.9346 1.6791 0.2812
H1 0.4079 -2.5408 1.1056
H2 -0.0403 -1.4540 2.2517
H3 -1.7096 -3.1386 2.4245
H4 -1.8260 -3.1589 0.6524
H5 -3.4371 1.0269 2.0608
H6 -3.8857 0.8816 0.3661
N3 3.0589 -4.5439 -5.8800
C5 2.9948 -3.7429 -4.7582
C6 3.5372 -2.4545 -4.7755
C7 3.5104 -1.6659 -3.6439
C8 2.9241 -2.1527 -2.4799
C9 2.4056 -3.4427 -2.4408
C10 2.4432 -4.2314 -3.5702
S1 2.9036 -1.1500 -1.0465
O4 2.6060 -2.0021 0.1027
O5 4.1316 -0.4084 -0.9984
N4 1.6248 -0.1473 -1.0784
C11 1.3018 0.6525 -2.1261
N5 2.0855 1.0158 -3.1311
C12 1.4964 1.7563 -4.0686
C13 0.1628 2.1401 -4.0282
C14 -0.5700 1.7263 -2.9298
N6 0.0081 1.0045 -1.9795
H7 3.1871 -4.0795 -6.7629
H8 2.4247 -5.3238 -5.9160
H9 3.9950 -2.0804 -5.6826
H10 3.9449 -0.6787 -3.6492
H11 1.9764 -3.8174 -1.5253
H12 2.0447 -5.2369 -3.5392
H13 2.1295 2.0521 -4.8966
H14 -0.2812 2.7331 -4.8114
H15 -1.6144 1.9751 -2.7893
S2 0.8972 0.8176 2.1364
C15 2.5274 0.6086 2.5962
N7 3.3551 -0.2589 1.9889
C16 4.6707 -0.3913 2.2701
C17 5.2411 0.3485 3.2568
C18 4.4186 1.2508 3.9557
C19 3.0979 1.3845 3.6348
H16 2.9751 -0.8430 1.2434
H17 5.2060 -1.0996 1.6561
H18 6.2908 0.2461 3.4805
H19 4.8390 1.8557 4.7478
H20 2.4575 2.0869 4.1452
O6 -0.6916 -1.9490 -3.3081
N8 -0.8769 -1.7819 -2.1443
O7 -1.7738 -0.9935 -1.6739
O8 -0.1600 -2.2852 -1.2344

Atoms 1-6, force components in eV/Å:
0.109 0.915 1.443
0.040 -0.089 -0.238
-0.071 -0.069 -0.018
-0.060 -0.031 0.002
0.045 -0.003 -0.014
0.047 -0.187 -0.099

* gap between HOMO and LUMO (spin up / spin down): 7.6 / 8.0 eV
* 2S+1: 3
* LUMO energy (spin up / spin down): -0.0762 / -0.4460 eV
* E: -71824.0656 eV
* <S²>: 2.011


A 2-piece molecular cluster, C19H20NO4 overall in a non-equilibrium geometry. Source: the Open Molecules 2025 dataset; level of theory: ωB97M-V/def2-TZVPD.

Element x y z (Å)
C1 -5.2516 -0.3996 -2.3955
C2 -3.7754 -0.2292 -2.2493
C3 -3.2592 1.0700 -2.1825
C4 -1.8967 1.2911 -2.0419
C5 -0.9867 0.2017 -1.9072
C6 0.4287 0.4249 -1.6466
C7 1.3959 -0.5056 -1.9448
N1 2.7161 -0.1399 -2.1877
O1 3.6320 -1.0000 -2.3301
O2 2.9401 1.0972 -2.2386
C8 -1.5186 -1.1026 -2.1140
C9 -2.8904 -1.3129 -2.2353
H1 -5.5595 -1.4513 -2.4336
H2 -5.7718 0.0710 -1.5506
H3 -5.6315 0.0940 -3.3021
H4 -3.9472 1.9126 -2.2589
H5 -1.4946 2.3017 -2.0298
H6 0.7463 1.4173 -1.3344
H7 1.1891 -1.5777 -1.9970
H8 -0.8301 -1.9473 -2.1465
H9 -3.2786 -2.3304 -2.3405
C10 5.0311 -2.4685 0.6219
C11 4.3179 -1.1736 0.8717
O3 2.9345 -1.3970 1.1599
C12 2.3046 -0.1936 1.3965
C13 0.9018 -0.3892 1.6616
C14 0.0783 0.5849 2.2569
C15 0.3656 1.9883 2.3553
C16 -0.5718 2.8518 2.9183
C17 -1.7794 2.3636 3.4421
C18 -2.0396 0.9856 3.4361
C19 -1.1366 0.1094 2.8503
O4 2.9318 0.8731 1.3677
H10 5.8926 -2.2489 -0.0101
H11 5.4114 -2.8692 1.5615
H12 4.3990 -3.2031 0.1219
H13 4.7537 -0.6211 1.7207
H14 4.3748 -0.5607 -0.0401
H15 0.5334 -1.3960 1.5301
H16 1.3532 2.3218 2.0088
H17 -0.3425 3.9160 2.9758
H18 -2.4967 3.0447 3.8948
H19 -2.9306 0.5792 3.9084
H20 -1.2426 -0.9822 2.8568

Atoms 1-6, force components in eV/Å:
-0.662 -0.088 0.048
0.440 0.164 -0.132
0.248 -0.232 -0.166
0.779 -0.682 0.478
-1.545 -0.593 -0.129
1.486 -0.825 -0.824

* gap between HOMO and LUMO: 4.1 eV
* LUMO energy: 1.5854 eV
* E: -29704.9954 eV
* net charge: -1


A single C19H20O4 molecule. Source: the Open Molecules 2025 dataset; level of theory: ωB97M-V/def2-TZVPD.

Element x y z (Å)
C1 6.7157 0.2378 -0.0300
H1 7.3817 1.0966 0.0345
O1 5.4138 0.7608 0.0700
C2 4.3651 -0.0964 0.0223
C3 4.4568 -1.4722 -0.1227
C4 3.3163 -2.2552 -0.1647
C5 2.0516 -1.6866 -0.0488
C6 1.9576 -0.2937 0.0934
C7 3.0838 0.5002 0.1263
O2 3.0830 1.8554 0.2511
C8 1.8468 2.5160 0.3551
H2 1.2274 2.3576 -0.5343
H3 2.0873 3.5744 0.4415
H4 1.2921 2.1979 1.2443
H5 0.9820 0.1572 0.1624
C9 0.8848 -2.5367 -0.0882
C10 -0.3821 -2.1760 0.1660
C11 -1.4676 -3.1602 0.0876
O3 -1.3041 -4.3526 0.0238
O4 -2.7386 -2.6804 0.1490
C12 -3.0314 -1.3584 -0.1076
C13 -3.8737 -0.6910 0.7712
C14 -4.2461 0.6243 0.5402
C15 -3.7613 1.2870 -0.5925
C16 -2.9294 0.6036 -1.4684
C17 -2.5637 -0.7104 -1.2435
H6 -1.9238 -1.2339 -1.9385
H7 -2.5612 1.1066 -2.3511
C18 -4.1382 2.7111 -0.8635
H8 -3.8263 3.3553 -0.0418
H9 -3.6707 3.0659 -1.7782
H10 -5.2183 2.8083 -0.9668
C19 -5.1555 1.3241 1.5022
H11 -5.4318 0.6649 2.3203
H12 -6.0640 1.6516 0.9982
H13 -4.6709 2.2081 1.9157
H14 -4.2356 -1.2190 1.6403
H15 -0.6512 -1.1728 0.4591
H16 1.0577 -3.5732 -0.3519
H17 3.4118 -3.3243 -0.2783
H18 5.4208 -1.9475 -0.2074
H19 6.8732 -0.2710 -0.9866
H20 6.9362 -0.4532 0.7901

Atoms 1-6, force components in eV/Å:
0.240 -0.121 -0.021
-0.013 -0.095 -0.009
-0.451 0.030 0.016
-0.040 0.022 0.005
0.306 0.354 0.023
-0.538 0.045 0.040

* gap between HOMO and LUMO: 8.1 eV
* SMILES: COc1ccc(/C=C/C(=O)Oc2ccc(C)c(C)c2)cc1OC
* LUMO energy: 0.0657 eV
* E: -28216.6887 eV


C19H21BClF2IrN6P as an isolated structure in a non-equilibrium geometry. Source: the Open Molecules 2025 dataset; level of theory: ωB97M-V/def2-TZVPD.

Element x y z (Å)
Ir1 -0.1468 0.5706 -0.9902
C1 -2.2588 -0.9321 4.1486
N1 -2.2825 -0.5864 2.7196
C2 -3.4127 -0.3796 1.9749
C3 -2.9971 -0.0796 0.7111
N2 -1.6283 -0.1118 0.6857
C4 -1.2136 -0.4094 1.9069
P1 0.5135 -0.6738 2.3970
C5 0.9838 -1.6617 0.9439
N3 0.7805 -1.3381 -0.3280
C6 1.3205 -2.3409 -1.0948
C7 1.8577 -3.2802 -0.2694
N4 1.6445 -2.8401 1.0094
C8 2.0562 -3.5536 2.2300
C9 1.2236 0.9044 1.8247
N5 1.0912 1.4534 0.6185
C10 1.7735 2.6444 0.6232
C11 2.3361 2.8106 1.8503
N6 1.9796 1.7150 2.5970
C12 2.3934 1.4729 3.9906
H1 -3.2760 -0.9150 4.5222
H2 -1.6706 -0.2084 4.7048
H3 -1.8481 -1.9270 4.2955
H4 -4.4032 -0.4625 2.3934
H5 -3.5903 0.1573 -0.1590
H6 1.2832 -2.3402 -2.1719
H7 2.3747 -4.2008 -0.4878
H8 2.5354 -4.4812 1.9395
H9 1.1918 -3.7818 2.8452
H10 2.7628 -2.9579 2.8011
H11 1.8065 3.2976 -0.2347
H12 2.9427 3.6103 2.2471
H13 2.9838 2.3187 4.3248
H14 3.0000 0.5742 4.0569
H15 1.5245 1.3747 4.6346
Cl1 -0.2351 3.2790 -3.3795
C13 -0.6609 1.7589 -4.0962
C14 -1.7693 1.6801 -4.8896
C15 -2.1814 0.4307 -5.3647
C16 -1.4786 -0.7338 -5.0135
C17 -0.3574 -0.6535 -4.2380
C18 0.1406 0.6117 -3.7714
C19 1.3884 0.7145 -3.1452
H16 -2.3261 2.5756 -5.1364
H17 -3.0578 0.3665 -5.9954
H18 -1.8187 -1.6955 -5.3748
H19 0.2082 -1.5465 -3.9996
H20 1.8590 1.6820 -3.0272
H21 2.0322 -0.1561 -3.0874
F1 -1.0912 3.4033 -0.2582
B1 -1.5289 2.4356 -1.0200
F2 -2.7548 2.4053 -1.4638

Atoms 1-6, force components in eV/Å:
0.207 0.789 0.381
0.016 0.013 -0.163
-0.044 -0.009 0.191
0.094 -0.039 0.078
0.063 0.034 -0.070
-0.325 0.201 -0.136

* gap between HOMO and LUMO (spin up / spin down): 7.3 / 6.4 eV
* 2S+1: 6
* LUMO energy (spin up / spin down): -5.4417 / -8.5666 eV
* E: -59730.3846 eV
* <S²>: 8.798
* net charge: +2